Molecular formula: C5H7NO
Method: DFT, ωB97M-V/def2-TZVPD

The relative energy (zero: lowest compared OMol25 entry of this formula, charge and spin) is 65.7 kcal per mole. As for the orbital gap: 8.509 eV. The value obtained for the highest occupied orbital energy is -7.64 eV. As for the spin multiplicity: 1. The structure (SMILES) is C/C(C=C=N)=C/O. The value obtained for the lowest unoccupied orbital energy is 0.87 eV.

The geometry in XYZ format:
```
14
C5H7NO (ωB97M-V/def2-TZVPD)
C 0.4438 2.0819 -0.2439
C 0.2346 0.6085 -0.0340
C -1.0870 0.0138 0.0448
C -1.2366 -1.3120 0.1681
N -1.7214 -2.4280 0.0410
C 1.2466 -0.2559 0.1436
O 0.8756 -1.5971 0.2265
H 1.3547 2.4225 0.2588
H 0.5599 2.3053 -1.3122
H -0.3992 2.6752 0.1231
H -1.9884 0.6034 0.1453
H -1.4303 -3.1984 0.6232
H 2.2390 -0.0680 0.5178
H 0.9088 -1.8514 -0.7020
```